[1]
Formula: C24H24N2O6S
Source: the OMol25 dataset
Level of theory: the ωB97M-V functional and the def2-TZVPD basis

Computed properties:
Gap between HOMO and LUMO ... 8.682 eV
Structure (SMILES) ... CN(C)C(=O)COC(=O)c1cccc(S(=O)(=O)Nc2ccc(OCc3ccccc3)cc2)c1
Total charge ... 0
Calculated total energy ... -51378.29404 eV

Cartesian coordinates (Å):
C1 2.28870 2.36772 -3.41500
N1 2.26010 1.01877 -2.89518
C2 1.87450 0.81845 -1.62012
O1 1.50735 1.70545 -0.87898
C3 1.93362 -0.63893 -1.13507
H1 1.25227 -1.27022 -1.70515
H2 2.96114 -1.01313 -1.21322
O2 1.49480 -0.69266 0.20586
C4 2.32696 -0.13455 1.09736
O3 3.46003 0.18877 0.84308
C5 1.69478 0.01240 2.43401
C6 2.33998 0.79021 3.39288
C7 1.75897 1.00330 4.63096
C8 0.51534 0.45760 4.91064
C9 -0.10893 -0.32631 3.95883
C10 0.46342 -0.56708 2.72709
H3 -0.03794 -1.19742 2.01243
S1 -1.78405 -0.89566 4.25651
O4 -2.13879 -0.64765 5.62146
O5 -1.95861 -2.20687 3.71768
N2 -2.67998 0.19066 3.33442
C11 -2.37311 0.23238 1.96141
C12 -1.74753 1.33490 1.38432
C13 -1.39982 1.31919 0.05163
C14 -1.65559 0.19266 -0.73049
C15 -2.30109 -0.89904 -0.16048
C16 -2.65813 -0.87546 1.17689
H4 -3.13352 -1.72840 1.63194
H5 -2.53311 -1.77877 -0.73984
O6 -1.23376 0.26428 -2.02466
C17 -1.45902 -0.83662 -2.87578
C18 -0.81735 -0.56080 -4.21047
C19 -0.74935 0.73626 -4.70025
C20 -0.17390 0.98620 -5.93358
C21 0.33485 -0.05618 -6.69011
C22 0.26791 -1.35187 -6.20696
C23 -0.30244 -1.60273 -4.97102
H6 -0.35376 -2.61621 -4.59776
H7 0.66188 -2.16935 -6.79232
H8 0.77951 0.13914 -7.65465
H9 -0.13079 1.99763 -6.31148
H10 -1.14395 1.54258 -4.10267
H11 -1.04199 -1.75860 -2.44422
H12 -2.54180 -0.99116 -3.01711
H13 -0.88750 2.15307 -0.39804
H14 -1.52885 2.20518 1.98671
H15 -2.68143 1.09373 3.78653
H16 0.01775 0.61751 5.85467
H17 2.26485 1.60382 5.37139
H18 3.29539 1.22524 3.14121
C24 2.78212 -0.01892 -3.75063
H19 2.84670 0.36927 -4.76477
H20 2.12430 -0.88768 -3.76687
H21 3.78064 -0.33426 -3.43366
H22 1.88444 3.02954 -2.65233
H23 1.67893 2.43243 -4.31724
H24 3.31340 2.66738 -3.64529

---

[2]
Formula: C4H6O2
Source: the OMol25 dataset
Level of theory: the ωB97M-V functional and the def2-TZVPD basis

Computed properties:
Gap between HOMO and LUMO ... 8.951 eV
Total charge ... 0
Calculated total energy ... -8336.59982 eV

Cartesian coordinates (Å):
O1 1.48022 1.14148 0.75082
C1 1.96267 0.25685 0.01460
O2 1.35306 -0.77272 -0.42576
C2 -0.35387 -0.63319 0.12647
C3 -1.45556 -0.66017 -0.73135
C4 -0.53825 0.70274 0.54791
H1 3.01672 0.36416 -0.30392
H2 -0.29813 -1.39830 0.89314
H3 -1.58121 0.08243 -1.51047
H4 -2.13040 -1.51275 -0.75492
H5 -0.65507 1.49270 -0.18167
H6 -0.80018 0.93679 1.57515

---

[3]
Formula: C4H12N2
Source: the OMol25 dataset
Level of theory: the ωB97M-V functional and the def2-TZVPD basis

Computed properties:
Gap between HOMO and LUMO ... 10.029 eV
Structure (SMILES) ... CCCNCN
Total charge ... 0
Calculated total energy ... -7320.93950 eV

Cartesian coordinates (Å):
C1 1.02964 -1.96695 0.70363
C2 0.64941 -1.23026 -0.64047
C3 0.97598 0.30236 -0.49563
N1 0.23839 0.78236 0.68294
C4 -0.99875 1.56533 0.37290
N2 -1.76546 0.76879 -0.56649
H1 0.84202 -1.40803 1.58444
H2 2.11000 -2.16279 0.96107
H3 0.41313 -2.83933 0.76970
H4 0.98810 -1.85210 -1.46534
H5 -0.44719 -1.55646 -0.66129
H6 0.94348 1.00384 -1.41907
H7 2.03302 0.30903 -0.39501
H8 -0.07012 -0.07448 1.22627
H9 -1.61004 1.90410 1.21918
H10 -0.59869 2.46771 -0.11615
H11 -1.36159 0.10634 -1.14771
H12 -2.49034 1.22124 -1.01374

---

[4]
Formula: C4H7NO
Source: the OMol25 dataset
Level of theory: the ωB97M-V functional and the def2-TZVPD basis

Computed properties:
Gap between HOMO and LUMO ... 9.753 eV
Total charge ... 0
Calculated total energy ... -7794.92642 eV

Cartesian coordinates (Å):
C1 1.42797 -0.63190 0.06799
C2 0.05741 0.00394 0.05494
C3 -0.12175 1.40978 0.53459
N1 -0.26689 0.81778 -1.10706
C4 -1.08398 -0.91271 0.39386
O1 -2.19317 -0.80466 -0.08187
H1 1.46785 -1.51679 -0.57695
H2 2.16610 0.09367 -0.28043
H3 1.69635 -0.92429 1.08872
H4 -1.17237 1.55987 0.82487
H5 0.14768 1.82423 -0.76244
H6 -1.26938 0.77950 -1.29671
H7 -0.85582 -1.69842 1.14049

---

For each record above, in turn, the calculated ΔE to the lowest compared entry with this formula, charge and spin values are 30.7, 89.0, 48.2, 108.8 kcal/mol.